[1]
100
Properties=species:S:1:pos:R:3:forces:R:3:mulliken_charge:R:1 method="wB97M-V/def2-TZVPD" total_energy_ha=-2583.7008 charge=-1
C -5.310 -3.201 3.093 8.1 3.4 -4.5 -0.809
C -4.210 -2.577 2.429 -5.4 -5.1 3.6 -0.325
C -2.768 -2.297 1.630 2.0 0.4 -0.7 0.868
C -2.713 -1.896 0.040 2.5 -0.1 1.0 -0.294
C -4.115 -1.703 -0.837 -0.1 0.3 1.3 -0.491
C -4.875 -3.151 -1.074 0.7 -0.6 0.0 -0.558
C -6.405 -3.212 -0.491 0.1 0.0 0.4 -0.278
O -6.591 -4.546 0.172 -1.8 1.3 -0.4 -0.548
C -1.257 -1.654 -0.675 -0.1 -0.7 3.1 -0.043
C 0.155 -1.800 0.209 -2.7 -0.2 0.7 0.115
C 0.132 -2.210 1.800 -2.9 0.5 -2.2 0.292
C 1.540 -2.363 2.629 -0.7 -0.3 -1.1 -0.623
C 2.100 -3.933 2.560 0.3 0.1 0.6 -0.339
C 2.272 -4.570 4.096 0.6 1.5 -0.6 -0.793
N 1.009 -5.218 4.620 0.8 -0.2 0.9 0.004
C 1.247 -6.590 5.206 0.6 -0.8 -0.3 -0.537
C -0.094 -7.381 5.712 -3.0 -2.5 1.9 0.441
C 0.134 -8.681 6.739 -3.7 0.4 -0.9 -0.571
C -1.109 -9.616 7.304 -0.7 3.3 -2.8 -0.410
C -2.667 -9.260 6.833 3.0 2.8 -1.7 -0.339
C -2.955 -7.947 5.844 4.2 -1.8 1.5 -0.334
C -1.648 -7.048 5.314 0.1 -1.9 1.5 0.090
O -1.973 -5.909 4.443 0.6 -1.1 3.7 -0.397
C -1.342 -2.449 2.491 -0.3 0.0 -2.5 -0.075
N -1.499 -2.793 3.985 0.5 2.3 -1.8 0.084
C -1.757 -1.411 4.621 0.5 1.4 -0.2 -0.272
C -1.371 -1.341 6.212 -0.2 0.8 -0.4 -0.907
C 1.548 -1.471 -0.656 3.3 -2.1 0.1 0.029
O 2.675 -2.199 -0.523 -6.8 4.7 -0.5 -0.539
C 1.404 -0.194 -1.727 -0.7 2.8 -2.2 0.385
C 2.546 0.961 -1.953 -3.2 -0.1 -1.6 -0.762
C 2.281 2.225 -3.015 -3.1 -2.6 0.1 -0.115
C 0.880 2.347 -3.916 0.7 -3.2 2.8 -0.319
C -0.283 1.179 -3.689 3.2 -0.5 2.1 0.409
N -1.620 1.156 -4.432 -0.5 7.9 0.6 -0.381
C -2.116 2.449 -4.577 1.7 -2.0 0.8 0.260
S -2.656 4.094 -4.677 1.7 -5.8 0.2 -0.120
C -0.010 -0.044 -2.607 1.5 1.1 0.3 0.044
C -1.147 -1.227 -2.288 -1.6 -1.3 -3.4 0.076
O -1.861 -1.790 -3.266 4.0 3.3 6.2 -0.538
H -6.045 -3.952 3.660 2.0 2.4 -1.7 0.312
H -4.818 -1.027 -0.155 1.5 -1.4 -1.4 0.387
H -3.930 -1.108 -1.830 -0.1 -1.4 2.0 0.321
H -4.245 -3.955 -0.457 -1.6 1.6 -1.4 0.280
H -4.799 -3.432 -2.230 -0.3 0.6 2.6 0.350
H -6.506 -2.397 0.354 0.1 -1.4 -1.8 0.213
H -7.249 -3.114 -1.317 1.9 0.1 1.6 0.287
H -7.571 -4.628 0.439 2.3 0.4 -0.7 0.302
H 2.337 -1.669 2.076 -1.9 -1.5 1.4 0.431
H 1.388 -2.035 3.753 0.3 -0.5 -2.3 0.352
H 1.375 -4.634 1.922 1.7 1.7 1.4 0.266
H 3.181 -3.853 2.076 -2.4 -0.4 0.9 0.293
H 2.503 -3.637 4.801 -0.1 -2.0 -1.4 0.280
H 3.217 -5.259 4.082 -1.9 1.0 0.2 0.336
H 0.669 -4.601 5.390 0.3 -0.9 -0.8 0.145
H 2.065 -6.505 6.071 -1.9 -0.5 -1.5 0.314
H 1.756 -7.249 4.352 -1.2 1.4 1.8 0.322
H 1.227 -8.968 7.064 -2.4 0.7 -0.7 0.228
H -0.896 -10.542 8.016 -0.5 2.3 -1.8 0.269
H -3.595 -9.902 7.166 2.2 1.4 -0.6 0.259
H -4.064 -7.695 5.508 2.8 -0.5 0.7 0.301
H -2.058 -5.123 5.091 0.1 -1.5 -1.8 0.271
H -0.593 -3.111 4.394 -0.7 0.2 -1.0 -0.191
H -2.861 -1.044 4.371 2.4 -1.0 0.7 0.264
H -1.015 -0.678 4.041 -1.7 -1.2 1.4 0.318
H -0.456 -2.049 6.381 -1.8 1.2 0.0 0.214
H -1.020 -0.227 6.458 -0.7 -2.5 -0.6 0.310
H -2.278 -1.545 6.941 2.0 0.0 -1.6 0.271
H 3.536 0.874 -1.306 -2.3 0.3 -1.7 0.251
H 3.059 3.095 -3.189 -1.8 -2.0 0.4 0.219
H 0.705 3.238 -4.691 0.7 -1.8 2.0 0.314
C 0.739 8.244 -5.496 -0.1 0.4 -0.3 -1.650
C 2.020 7.427 -5.774 0.0 0.6 -0.2 1.426
C 3.219 8.389 -5.980 0.1 0.0 -0.2 -1.303
C 3.706 9.101 -4.723 0.2 0.3 -0.1 -0.580
C 3.449 8.324 -3.438 -0.2 -0.1 0.2 -1.478
C 3.277 6.795 -3.625 -0.1 0.4 -0.1 1.717
N 2.184 6.568 -4.586 0.0 -0.1 0.5 0.324
O 1.927 5.224 -4.813 0.1 -0.7 0.0 -0.741
C 2.854 6.232 -2.240 0.0 -0.2 -0.2 -1.502
C 4.635 6.161 -4.005 0.2 -0.2 0.1 -1.545
C 1.820 6.703 -7.137 0.0 -0.4 0.4 -1.773
H -0.132 7.589 -5.385 0.2 -0.1 0.0 0.320
H 0.523 8.939 -6.317 0.0 0.0 -0.1 0.363
H 0.820 8.836 -4.580 0.1 -0.1 0.0 0.339
H 4.063 7.830 -6.404 -0.2 -0.2 0.0 0.323
H 2.972 9.148 -6.738 -0.1 -0.2 0.1 0.515
H 4.780 9.301 -4.827 -0.1 0.0 0.0 0.321
H 3.227 10.084 -4.645 0.0 -0.1 0.0 0.342
H 4.255 8.538 -2.724 -0.1 -0.2 0.0 0.519
H 2.541 8.731 -2.975 0.0 -0.3 0.0 0.310
H 1.871 6.616 -1.942 0.1 -0.1 -0.2 0.404
H 3.570 6.525 -1.462 0.1 0.1 -0.2 0.396
H 2.804 5.137 -2.237 -0.1 0.2 -0.2 0.040
H 5.387 6.373 -3.233 -0.1 0.0 0.0 0.394
H 5.034 6.537 -4.951 -0.1 0.0 0.0 0.322
H 4.567 5.071 -4.088 -0.2 0.2 -0.1 0.248
H 1.652 7.430 -7.943 0.1 0.2 0.3 0.390
H 0.947 6.041 -7.131 0.3 0.0 0.2 0.300
H 2.701 6.112 -7.411 -0.2 0.0 0.2 0.388

=====

[2]
25
Properties=species:S:1:pos:R:3:forces:R:3:mulliken_charge:R:1 method="wB97M-V/def2-TZVPD" smiles=CCNCC.O.O.O de_lowest_ev=1.783
C 1.875 1.171 -1.811 1.8 0.1 -0.1 -1.189
C 1.860 1.217 -0.278 -1.7 -1.1 0.0 -0.407
N 0.814 0.257 0.190 -1.5 0.1 1.1 -0.172
C -0.144 0.861 1.124 -0.1 0.9 4.6 -0.496
C -0.519 -0.153 2.366 0.8 0.8 -1.5 -1.171
H 2.558 1.933 -2.258 -0.3 -0.5 0.5 0.367
H 2.224 0.194 -2.154 -0.3 0.1 -0.2 0.310
H 0.882 1.420 -2.186 -0.1 -0.3 0.1 0.290
H 1.368 2.164 -0.108 0.6 0.5 0.8 0.328
H 2.698 0.987 0.402 0.4 0.8 -1.1 0.359
H 1.026 -0.595 0.705 1.6 0.2 -0.2 0.354
H -1.152 1.195 0.860 0.4 -0.1 -1.4 0.234
H 0.319 1.792 1.688 -0.6 -1.6 -1.3 0.327
H 0.382 -0.461 2.944 -0.6 0.1 -0.5 0.353
H -1.044 -1.006 1.914 0.3 0.0 0.3 0.249
H -1.212 0.332 3.058 0.1 0.1 -0.2 0.391
O -3.224 0.546 -1.252 -0.1 -1.0 -0.5 -0.627
H -4.006 0.034 -1.500 -0.2 0.5 0.1 0.330
H -2.544 -0.161 -1.344 0.1 0.8 0.6 0.379
O 0.216 -3.129 0.204 -0.7 0.5 -0.1 -0.674
H -0.101 -3.373 1.078 0.0 -0.1 0.0 0.312
H -0.522 -2.586 -0.189 0.8 -0.6 0.2 0.356
O -1.003 -1.028 -0.984 1.9 -0.2 -0.4 -0.918
H -0.038 -0.733 -0.571 -2.2 0.5 -0.5 0.399
H -0.712 -0.878 -1.896 -0.5 -0.3 -0.2 0.316